Entry from the Open Molecules 2025 dataset: a structure of composition C59H33AsF19I2NO4PRbS at a distorted geometry (wB97M-V/def2-TZVPD).

Element x y z (Å)
Rb1 0.6891 0.7682 1.2003
F1 7.4666 -0.3474 2.0618
C1 6.4434 0.4390 1.7456
C2 5.3522 0.5257 2.5865
F2 5.3216 -0.1978 3.7066
C3 4.2921 1.3347 2.2425
F3 3.2303 1.3512 3.0431
C4 4.2964 2.0920 1.0804
S1 2.8884 3.0476 0.6350
C5 5.3992 1.9824 0.2550
F4 5.4489 2.6626 -0.8841
C6 6.4649 1.1627 0.5732
F5 7.5222 1.0764 -0.2377
O1 -2.1798 1.7906 1.5855
H1 -2.0504 1.0419 2.1791
H2 -2.3956 2.5548 2.1552
I1 0.5238 4.3677 2.4120
I2 -2.5002 5.0378 3.1955
O2 3.4350 4.1321 3.0061
C7 2.5812 3.9168 2.2058
O3 -0.7845 -0.7050 2.4479
As1 -0.7045 -2.3016 2.8184
C8 -2.5050 -2.9981 2.9920
C9 -3.4843 -2.4387 2.1766
C10 -4.7777 -2.9404 2.1963
C11 -5.0944 -3.9996 3.0370
C12 -4.1255 -4.5440 3.8698
C13 -2.8301 -4.0439 3.8502
C14 0.1048 -3.4851 1.5329
C15 -0.0566 -4.8590 1.7088
C16 0.5474 -5.7435 0.8314
C17 1.2956 -5.2585 -0.2344
C18 1.4228 -3.8937 -0.4331
C19 0.8275 -3.0036 0.4473
C20 0.0382 -2.6099 4.5719
C21 -0.0837 -1.5614 5.4770
C22 0.3736 -1.7148 6.7775
C23 0.9489 -2.9163 7.1711
C24 1.0766 -3.9591 6.2625
C25 0.6247 -3.8078 4.9595
H3 -3.2274 -1.6008 1.5373
H4 -5.5339 -2.5039 1.5561
H5 -6.1027 -4.3970 3.0503
H6 -4.3778 -5.3594 4.5375
H7 -2.0802 -4.4560 4.5149
H8 -0.6618 -5.2404 2.5225
H9 0.4210 -6.8096 0.9682
H10 1.7504 -5.9524 -0.9301
H11 1.9882 -3.5151 -1.2752
H12 0.9307 -1.9401 0.2756
H13 -0.5225 -0.6273 5.1489
H14 0.2917 -0.8945 7.4800
H15 1.3113 -3.0361 8.1851
H16 1.5458 -4.8881 6.5639
H17 0.7657 -4.6080 4.2440
F6 5.2493 -5.1880 1.7433
C26 4.6797 -3.9987 1.4676
C27 3.7217 -3.4608 2.3016
F7 3.3404 -4.1404 3.3946
C28 3.1428 -2.2462 2.0043
F8 2.1627 -1.7885 2.8278
C29 3.4441 -1.4802 0.8528
O4 2.8573 -0.3855 0.5739
C30 4.4613 -2.0695 0.0535
F9 4.8489 -1.4154 -1.0558
C31 5.0428 -3.2842 0.3373
F10 5.9749 -3.7934 -0.4800
N1 -2.6844 -5.6387 -2.5596
C32 -2.4121 -4.5221 -2.4777
C33 -2.0584 -3.1338 -2.3878
C34 -2.4727 -2.3494 -1.3071
C35 -2.2158 -0.9956 -1.3032
C36 -1.5814 -0.3654 -2.3845
C37 -1.0629 -1.1832 -3.3855
C38 -1.2992 -2.5501 -3.3952
H18 -3.0376 -2.8137 -0.5095
H19 -2.5968 -0.3742 -0.4968
H20 -0.5477 -0.7284 -4.2196
H21 -0.9494 -3.1581 -4.2205
F11 -3.4830 8.4153 -2.4368
C39 -4.2701 7.3869 -2.0300
F12 -5.2311 7.2609 -2.9796
F13 -4.8869 7.7914 -0.9040
C40 -3.4891 6.1252 -1.8520
C41 -3.4795 5.4539 -0.6459
C42 -2.7316 4.2867 -0.5269
C43 -1.9869 3.7946 -1.5892
C44 -2.0065 4.4926 -2.8019
C45 -2.7580 5.6430 -2.9365
P1 -0.9804 2.2716 -1.2811
C46 -1.7933 1.1711 -2.6048
C47 -3.2999 1.3654 -2.3870
C48 -4.1505 0.9853 -3.3716
C49 -3.6800 0.7317 -4.6908
C50 -2.3810 1.2023 -5.0073
C51 -1.5016 1.5643 -4.0387
C52 -4.5489 0.1533 -5.7047
F14 -3.8621 -0.4023 -6.7474
F15 -5.4298 1.0328 -6.3273
F16 -5.3784 -0.8195 -5.2158
C53 0.5934 2.8010 -2.0791
C54 1.4793 1.8687 -2.6182
C55 2.6759 2.2709 -3.1985
C56 2.9921 3.6196 -3.2539
C57 2.1526 4.5574 -2.6682
C58 0.9761 4.1474 -2.0679
C59 4.2154 4.1069 -3.9636
F17 5.0807 4.7426 -3.1458
F18 4.8980 3.1159 -4.5694
F19 3.8959 5.0093 -4.9288
H22 -4.0244 5.8353 0.2078
H23 -2.7222 3.7629 0.4168
H24 -1.4340 4.1377 -3.6435
H25 -2.7776 6.1762 -3.8800
H26 -3.6594 1.7092 -1.4215
H27 -5.2207 0.9679 -3.1796
H28 -2.1134 1.3443 -6.0525
H29 -0.5466 2.0088 -4.2962
H30 1.2218 0.8141 -2.6065
H31 3.3476 1.5411 -3.6312
H32 2.4211 5.6070 -2.6869
H33 0.3275 4.8860 -1.6150

Charge: -2
HOMO: -1.85 eV
Kohn-Sham gap: 5.0 eV
Multiplicity: 1